Computed, not measured: a 2-piece molecular cluster, C33H41ClF9N2O8S overall in a non-equilibrium geometry, with ωB97M-V/def2-TZVPD.

For the molar mass, the calculation gives 832.20 g mol⁻¹. As for the orbital gap: 7.9 eV. Its net charge is +1.

Positions of all 95 atoms, in Å:
C (0.5126, -5.7027, 0.3921)
C (1.8052, -4.8912, 0.1400)
O (2.1264, -3.9898, 1.1910)
C (1.2198, -2.8872, 1.2354)
C (1.9536, -1.5439, 1.1421)
O (1.8871, -0.7544, 2.3319)
C (0.7838, 0.1414, 2.3717)
C (-0.4340, -0.5776, 2.9538)
C (-0.5824, -0.7843, 4.3330)
C (0.5309, -0.2698, 5.2355)
C (0.2952, 1.2067, 5.5697)
C (-0.6433, 1.9984, 4.9391)
C (-0.8330, 3.3037, 5.3105)
C (-0.0979, 3.8805, 6.3192)
C (0.8621, 3.0997, 6.9249)
C (1.0659, 1.7908, 6.5653)
C (2.1570, 1.0150, 7.2950)
C (-1.7254, -1.4184, 4.8099)
C (-1.8387, -1.6240, 6.3165)
C (-1.2806, -2.9961, 6.7952)
C (-0.1784, -3.5993, 5.9183)
O (0.4291, -4.6691, 6.6636)
C (-2.7332, -1.8423, 3.9710)
Cl (-4.1585, -2.6040, 4.6189)
C (-2.6020, -1.6681, 2.6209)
C (-1.4470, -1.0317, 2.1538)
C (-1.6241, -0.9573, 0.6554)
O (-0.7620, -0.5563, -0.0915)
N (-2.9409, -1.3845, 0.3195)
S (-2.9294, -2.3239, -1.1141)
O (-4.0476, -3.1866, -1.2052)
O (-1.6971, -3.0433, -1.1380)
C (-3.0614, -1.0547, -2.4738)
F (-2.7006, 0.1446, -1.9838)
F (-4.3644, -0.9635, -2.7656)
C (-2.3300, -1.4355, -3.7992)
F (-3.0420, -1.0168, -4.8498)
F (-2.3379, -2.7846, -3.8838)
C (-0.8418, -1.0043, -3.8980)
F (-0.1074, -1.4542, -2.8842)
F (-0.3562, -1.5966, -5.0109)
C (-0.5855, 0.5536, -4.0453)
F (0.1009, 0.9908, -3.0031)
F (-1.6766, 1.2724, -4.2767)
F (0.2288, 0.7424, -5.1187)
C (-3.5314, -2.0190, 1.4936)
O (-4.5504, -2.6480, 1.5736)
H (0.0396, -5.3992, 1.3307)
H (-0.1662, -5.5396, -0.4521)
H (0.6894, -6.7802, 0.4532)
H (1.7634, -4.3333, -0.8084)
H (2.6470, -5.5863, 0.0486)
H (0.6531, -2.9827, 2.1716)
H (0.4973, -2.9880, 0.4136)
H (1.6290, -0.9184, 0.3030)
H (3.0134, -1.7653, 0.9657)
H (0.5740, 0.6360, 1.4211)
H (1.0635, 0.9173, 3.0932)
H (0.5795, -0.8877, 6.1312)
H (1.4737, -0.3712, 4.6857)
H (-1.2657, 1.6233, 4.1318)
H (-1.5756, 3.9287, 4.8206)
H (-0.2747, 4.9092, 6.6114)
H (1.4780, 3.5432, 7.7044)
H (2.9222, 1.7382, 7.5910)
H (2.6213, 0.2921, 6.6190)
H (1.7727, 0.5304, 8.1980)
H (-1.2936, -0.8190, 6.8142)
H (-2.8900, -1.5036, 6.5932)
H (-0.8350, -2.8324, 7.7831)
H (-2.0727, -3.7410, 6.9161)
H (-0.5671, -4.0520, 4.9971)
H (0.6170, -2.8901, 5.6691)
H (1.3755, -4.5196, 6.7173)
C (2.4544, 3.0813, -7.8243)
N (1.1672, 3.8505, -7.9537)
C (0.2399, 3.3856, -6.8710)
C (0.5480, 3.5584, -9.2817)
C (1.3877, 5.3395, -7.7595)
C (2.2543, 6.0222, -8.7948)
O (3.5639, 5.4740, -8.7836)
H (2.2034, 2.0276, -7.7130)
H (3.0431, 3.2116, -8.7236)
H (2.9866, 3.4349, -6.9464)
H (0.0648, 2.3215, -6.9985)
H (-0.6962, 3.9334, -6.9572)
H (0.7081, 3.5791, -5.9089)
H (1.2488, 3.8237, -10.0675)
H (-0.3682, 4.1382, -9.3729)
H (0.3291, 2.4943, -9.3301)
H (1.8335, 5.4474, -6.7708)
H (0.3997, 5.7992, -7.7572)
H (2.3119, 7.0838, -8.5396)
H (1.8257, 5.9401, -9.7983)
H (4.1081, 5.9881, -9.3898)


Computed, not measured: C33H41ClFN2O5P2SiSn as an isolated structure in a non-equilibrium geometry, with ωB97M-V/def2-TZVPD.

For the molar mass, the calculation gives 808.90 g mol⁻¹. As for the orbital gap (alpha / beta): 4.4 / 4.4 eV. Its net charge is -1.

Positions of all 87 atoms, in Å:
Sn (0.9173, 0.0976, 0.6467)
C (4.3892, 1.3184, -0.5592)
P (2.6157, 1.8723, -0.6975)
C (2.1523, 1.8349, -2.5098)
C (2.4187, 3.5870, -0.0951)
C (3.4635, 4.4510, -0.3003)
C (3.4645, 5.7627, 0.1543)
C (2.4051, 6.1366, 1.0442)
C (1.3308, 5.2545, 1.1969)
C (1.2756, 3.9781, 0.5998)
P (-0.1414, 2.9558, 0.8310)
C (-1.3194, 4.0338, -0.1594)
C (-0.6204, 3.1603, 2.6920)
H (4.8638, 1.7907, 0.2883)
H (4.9318, 1.4924, -1.4943)
H (4.3847, 0.2317, -0.4289)
H (2.1746, 2.8748, -2.8768)
H (1.1476, 1.4350, -2.7318)
H (2.8995, 1.3471, -3.1023)
H (4.3246, 4.0683, -0.8629)
H (4.2993, 6.4047, -0.1971)
H (2.3802, 7.0710, 1.6324)
H (0.4894, 5.5671, 1.8504)
H (-1.2489, 5.0621, 0.2224)
H (-2.3299, 3.6691, -0.0741)
H (-1.0941, 4.0005, -1.2195)
H (0.0444, 3.8941, 3.1480)
H (-0.4295, 2.1866, 3.1395)
H (-1.6600, 3.4416, 2.8210)
C (-2.4134, -3.2472, 1.3846)
C (-2.6958, -2.7070, -0.0446)
C (-4.2029, -3.0508, -0.2203)
C (-1.7844, -3.3394, -1.0848)
Si (-2.5670, -0.7528, -0.1257)
O (-1.0585, -0.3409, 0.2977)
C (-2.8634, -0.1295, -1.9426)
C (-2.6989, 1.2122, -2.3121)
C (-3.0113, 1.6560, -3.6174)
C (-3.2844, 0.7513, -4.6330)
C (-3.4256, -0.5828, -4.2610)
C (-3.2154, -1.0247, -2.9818)
C (-3.7768, 0.0722, 1.0398)
C (-3.3557, 0.3226, 2.3325)
C (-4.1958, 1.0533, 3.1801)
C (-5.4332, 1.4384, 2.8090)
C (-5.9168, 1.1284, 1.5456)
C (-5.0444, 0.5292, 0.5874)
H (-2.7412, -4.2718, 1.4164)
H (-2.9381, -2.6680, 2.1309)
H (-1.3683, -3.2406, 1.5730)
H (-4.2867, -4.1488, -0.3593)
H (-4.6573, -2.5649, -1.0753)
H (-4.9321, -2.8046, 0.6305)
H (-0.8120, -3.5629, -0.6323)
H (-1.5711, -2.8076, -2.0216)
H (-2.1378, -4.3239, -1.4558)
H (-2.4995, 1.9704, -1.5759)
H (-3.1062, 2.7483, -3.7554)
H (-3.6284, 1.0150, -5.6100)
H (-3.7118, -1.3155, -4.9351)
H (-3.4062, -2.0489, -2.7436)
H (-2.3029, 0.0908, 2.6860)
H (-3.8235, 1.2602, 4.2042)
H (-6.1652, 1.7807, 3.5542)
H (-6.9744, 1.2083, 1.2665)
H (-5.4004, 0.3063, -0.4190)
Cl (0.9257, -1.9800, 3.2924)
C (0.8115, -0.2877, 2.7449)
H (1.5973, 0.2734, 3.2300)
H (-0.1571, 0.0685, 3.1836)
F (5.2147, -7.1934, 0.1699)
C (5.1891, -5.8303, 0.2937)
C (4.2286, -5.0301, -0.2472)
N (4.4359, -3.6337, -0.2835)
C (3.4025, -2.7947, -0.8357)
C (2.0096, -2.9183, -0.2580)
O (1.4706, -4.0150, -0.2328)
O (1.4003, -1.7667, 0.0128)
C (5.6039, -3.0241, 0.0598)
O (5.9210, -1.8591, -0.1617)
N (6.4341, -3.8630, 0.8510)
C (6.4154, -5.2449, 0.9023)
O (7.3179, -5.8649, 1.4611)
H (3.1839, -5.3316, -0.4702)
H (3.3780, -3.0698, -1.9132)
H (3.7448, -1.7607, -0.6970)
H (7.3504, -3.4647, 1.1080)


Computed, not measured: C33H41N3SSrTe as an isolated structure, with ωB97M-V/def2-TZVPD.

For the molar mass, the calculation gives 727.00 g mol⁻¹. As for the orbital gap: 4.7 eV. Its net charge is -2.

Positions of all 80 atoms, in Å:
Sr (0.4899, -1.2596, -0.5456)
C (0.9112, 2.3039, -3.3970)
C (0.6795, 0.8880, -3.9340)
C (1.5361, 0.6333, -5.1696)
C (-0.8014, 0.6242, -4.1306)
C (-1.3856, 0.7209, -5.3832)
C (-2.7490, 0.5199, -5.5576)
C (-3.5124, 0.1645, -4.4606)
C (-2.9693, 0.0367, -3.1822)
C (-3.9072, -0.5204, -2.1115)
C (-4.6436, 0.5545, -1.3038)
C (-3.2899, -1.5778, -1.1910)
C (-1.5958, 0.3341, -2.9840)
N (-0.9762, 0.3158, -1.7493)
C (-1.4386, 1.2231, -0.7989)
C (-1.2623, 1.1354, 0.5387)
N (-0.7288, 0.0345, 1.2228)
C (-0.4366, 0.2582, 2.5613)
C (-1.0172, -0.5586, 3.5690)
C (-0.7183, -0.3302, 4.9065)
C (0.1353, 0.6870, 5.3061)
C (0.7181, 1.4780, 4.3308)
C (0.4640, 1.2773, 2.9785)
C (1.2612, 2.0854, 1.9665)
C (1.0360, 3.5906, 2.1147)
C (2.7513, 1.7468, 2.0591)
C (-2.0314, -1.6432, 3.2481)
C (-1.5007, -2.7787, 2.3710)
C (-3.3149, -1.0516, 2.6565)
H (1.9720, 2.4639, -3.1845)
H (0.3494, 2.4494, -2.4742)
H (0.5837, 3.0491, -4.1290)
H (1.0249, 0.2099, -3.1503)
H (1.3536, 1.3734, -5.9547)
H (1.3474, -0.3573, -5.5888)
H (2.5926, 0.6941, -4.8997)
H (-0.7688, 0.9624, -6.2415)
H (-3.1984, 0.6048, -6.5406)
H (-4.5679, -0.0604, -4.5916)
H (-4.6771, -1.0473, -2.6873)
H (-3.9592, 1.0639, -0.6275)
H (-5.4374, 0.0984, -0.7033)
H (-5.0980, 1.2959, -1.9667)
H (-2.5764, -1.1613, -0.4799)
H (-2.7829, -2.3572, -1.7636)
H (-4.0874, -2.0549, -0.6124)
H (-1.9391, 2.1244, -1.1630)
H (-1.6003, 1.9877, 1.1320)
H (-1.1860, -0.9628, 5.6561)
H (0.3500, 0.8500, 6.3562)
H (1.4182, 2.2568, 4.6187)
H (0.9172, 1.8085, 0.9715)
H (1.3716, 3.9483, 3.0928)
H (-0.0227, 3.8345, 2.0093)
H (1.5914, 4.1396, 1.3499)
H (3.1668, 2.0249, 3.0321)
H (3.3168, 2.2740, 1.2852)
H (2.9300, 0.6784, 1.9197)
H (-2.2940, -2.0933, 4.2131)
H (-1.4448, -2.4800, 1.3275)
H (-2.1703, -3.6424, 2.4170)
H (-0.5102, -3.1093, 2.6925)
H (-3.1001, -0.5547, 1.7104)
H (-3.7542, -0.3188, 3.3381)
H (-4.0525, -1.8393, 2.4742)
Te (3.6894, -1.1558, -1.6404)
C (4.7534, -1.1701, 0.1942)
C (4.6431, -2.2406, 1.0876)
C (5.3223, -2.2413, 2.2982)
C (6.1400, -1.1740, 2.6482)
C (6.2674, -0.1078, 1.7686)
C (5.5823, -0.1073, 0.5604)
H (4.0079, -3.0783, 0.8258)
H (5.2062, -3.0791, 2.9765)
H (6.6615, -1.1722, 3.5981)
H (6.8929, 0.7401, 2.0259)
H (5.6773, 0.7369, -0.1116)
S (-0.9703, -6.4055, -1.1810)
C (-0.4885, -4.8496, -0.9808)
N (-0.1464, -3.7407, -0.8381)


Which of these has the highest net charge?
C33H41ClF9N2O8S


What is the net charge in the first record?
+1